(1)
15
Properties=species:S:1:pos:R:3:forces:R:3:lowdin_charge:R:1 method="wB97M-V/def2-TZVPD" smiles="C=NN/C(=N/O)NN" total_charge=0 e_homo_ev=-8.24 largest_force_ha_per_bohr=0.1814 molar_mass_g_mol=117.112 multiplicity=1 orbital_gap_ev=8.851 lumo_ha=0.0225
C 0.1253 0.0601 0.7276 -0.95 -0.19 2.87 -0.405
C 1.4092 0.6359 -2.4451 0.78 -1.31 -0.40 -0.072
H -2.7242 0.2160 -0.4010 1.91 -3.47 -1.00 0.165
H -2.2157 -1.4363 -0.0378 -0.86 -1.01 -0.12 0.058
H -1.6023 -0.2539 1.6846 0.24 0.70 -1.45 0.143
H 1.6423 -0.8414 -0.5635 -3.21 1.51 1.57 0.224
H 1.3127 1.5159 -3.1247 -0.24 -1.12 0.52 0.058
H 2.2630 -0.1386 -2.6956 -1.32 1.36 0.84 0.084
H 0.7027 -0.0626 3.7991 -2.56 2.03 -4.48 0.235
N -1.8804 -0.5626 -0.3661 -3.60 3.76 -0.78 -0.010
N -1.2892 0.0408 0.7175 2.84 0.60 4.27 -0.095
N 0.6405 -0.2293 -0.4694 7.03 -6.05 -0.99 -0.065
N 0.5933 0.5057 -1.4743 -0.94 5.35 -3.59 -0.109
N 0.9103 0.1816 1.7810 -0.67 -0.25 -3.13 -0.024
O 0.1125 0.3688 2.8676 1.55 -1.90 5.88 -0.187

(2)
31
Properties=species:S:1:pos:R:3:forces:R:3:lowdin_charge:R:1 method="wB97M-V/def2-TZVPD" smiles="CNC1=NCCC2(CCCCC2)S1" total_charge=0 e_homo_ev=-8.70 largest_force_ha_per_bohr=0.1290 molar_mass_g_mol=198.335 multiplicity=1 orbital_gap_ev=9.495 lumo_ha=0.0292
C 2.3982 -0.2353 -3.6424 3.38 2.95 -0.62 -0.124
C 1.1079 0.0686 -1.6773 0.42 1.82 1.43 -0.783
C -0.7240 -1.3726 -1.8509 -1.33 2.87 1.09 -0.185
C -1.4568 -0.3732 -0.7849 -2.92 -0.62 -3.77 -0.217
C -0.6785 0.1284 0.4272 -3.23 4.39 -3.78 -0.769
C -0.1805 -0.9726 1.1161 2.41 -2.67 3.49 -0.213
C -0.1312 -0.5515 2.6853 0.61 -2.52 -1.68 -0.201
C 0.3277 0.8035 2.9617 -2.50 2.44 -1.34 -0.195
C -0.8877 1.8010 2.4764 -0.39 -0.62 -1.25 -0.142
C -1.7189 1.0572 1.2807 1.49 -2.94 0.52 -0.122
H 3.1686 0.5013 -4.2490 -1.80 -2.00 1.31 0.123
H 1.5809 -0.4990 -4.2883 -0.60 0.56 0.27 0.060
H 2.8983 -1.1452 -3.3978 0.49 -0.81 -0.16 0.051
H 3.1936 0.6727 -1.8069 -4.16 -0.51 -1.90 0.212
H -0.6845 -2.2822 -1.3267 0.29 -1.73 0.00 0.075
H -1.3766 -1.3992 -2.7751 0.66 -0.33 1.14 0.126
H -2.4926 -0.8851 -0.5490 2.05 0.69 0.23 0.142
H -1.8299 0.4126 -1.5451 0.75 -0.29 1.72 0.121
H -0.9276 -1.7524 1.2243 -0.18 -0.42 -0.76 0.117
H 0.7032 -1.3879 0.4838 -0.99 0.41 1.94 0.152
H -1.1606 -0.7291 2.9830 0.02 0.23 0.41 0.098
H 0.4384 -1.2869 3.2015 0.66 -0.70 0.54 0.098
H 1.2597 1.0251 2.4598 0.10 0.26 -0.15 0.091
H 0.4041 1.0251 3.9795 0.51 -0.01 1.75 0.081
H -1.6326 2.1593 3.2705 1.32 -0.82 -0.80 0.112
H -0.4019 2.7078 2.0630 -0.50 -0.35 0.09 0.082
H -2.2760 1.7043 0.5391 0.39 -0.76 1.27 0.114
H -2.3170 0.0210 1.6814 0.60 3.64 -0.81 0.163
N 2.1655 0.4998 -2.3605 5.97 1.88 -0.45 -0.116
N 0.5828 -0.8953 -2.2156 -3.27 -3.73 -0.31 0.022
S 0.6482 1.1800 -0.3638 -0.25 -0.28 0.58 1.025

Energy above the lowest of the compared OMol25 structures with the same formula, charge and spin: 628.6; 447.0 (kJ/mol)